1.
9 unconnected molecules or ions with the total composition C5H26N3O8 in a non-equilibrium geometry. Source: OMol25; level of theory: ωB97M-V with the def2-TZVPD basis set.

The value obtained for the gap between HOMO and LUMO (alpha / beta) is 3.04 / 7.23 eV. Its spin multiplicity is 2. For the electronic energy, the calculation gives -972.18550 Eh. Its LUMO energy (alpha / beta) is 0.07 / 0.04 eV. The highest occupied orbital energy (alpha / beta) comes out at -2.97 / -7.20 eV. For the energy above the lowest of the compared OMol25 structures with the same formula, charge and spin, the calculation gives 0.0 kJ/mol.

Each line ends with the Mulliken charge.
Positions of all 42 atoms, in Å:
C  -0.21086  0.54131  -3.17767  -0.329
C  -1.63809  0.81212  -2.72486  -1.334
C  -1.87060  0.67897  -1.28194  0.472
C  -1.68098  1.63065  -0.34035  -0.638
N  -1.86783  1.06433  0.96071  -0.055
C  -2.04774  -0.29594  0.73267  -1.235
N  -2.02222  -0.54931  -0.64460  0.065
N  0.79490  1.33373  -2.48740  -0.630
H  0.02769  -0.50394  -2.88971  0.039
H  0.08360  0.51364  -4.23659  0.524
H  -2.04593  1.79569  -3.06596  0.407
H  -2.39073  0.27630  -3.31972  0.465
H  -1.34299  2.63710  -0.52116  0.342
H  -1.61290  1.67588  1.75123  0.401
H  -2.09124  -1.08684  1.44554  0.784
H  -2.29413  -1.40532  -1.09037  0.385
H  0.69237  1.18427  -1.49133  0.257
H  0.91597  2.30458  -2.72805  0.228
H  -0.82957  -1.78313  3.75989  0.295
H  -1.09133  -2.89420  2.89653  0.283
O  -1.59014  -2.21558  3.35300  -0.619
H  1.89665  0.80810  1.78378  0.330
H  2.68568  0.67367  3.17478  0.273
O  2.04541  1.15632  2.66878  -0.651
H  0.03494  1.34586  3.00747  0.328
H  -0.31684  2.75929  3.54601  0.308
O  -0.69976  1.93644  3.23857  -0.657
H  2.27933  -1.61107  -2.76106  0.288
H  1.93936  -0.22081  -2.20255  0.351
O  2.28838  -1.09979  -1.96087  -0.777
H  1.05011  -1.30171  1.18174  0.259
H  0.74061  -2.76912  1.34449  0.192
O  0.30095  -1.90706  1.39740  -0.374
H  1.73319  2.51710  0.38958  0.260
H  0.47823  3.04337  1.16293  0.207
O  0.84015  2.30543  0.66993  -0.444
H  -0.45656  -2.65329  -0.89557  0.252
H  -0.85918  -4.17205  -0.83369  0.302
O  -1.18790  -3.27546  -0.96312  -0.629
H  3.63274  -1.30285  0.87449  0.289
H  2.89549  -1.03681  -0.35077  0.352
O  2.79178  -0.90983  0.62779  -0.565

=====

2.
2 unconnected molecules or ions with the total composition C6H17N2 in a non-equilibrium geometry. Source: OMol25; level of theory: ωB97M-V with the def2-TZVPD basis set.

The value obtained for the gap between HOMO and LUMO is 11.24 eV. Its spin multiplicity is 1. For the electronic energy, the calculation gives -348.07144 Eh. Its LUMO energy is -3.47 eV. The highest occupied orbital energy comes out at -14.71 eV. As for the total charge: +1. For the energy above the lowest of the compared OMol25 structures with the same formula, charge and spin, the calculation gives 50.9 kJ/mol.

Each line ends with the Mulliken charge.
Positions of all 25 atoms, in Å:
C  1.63681  0.95754  -1.21914  -0.913
C  1.85759  -0.34852  -0.44541  -0.634
C  1.67461  -0.30450  1.09417  0.254
C  1.95980  -1.58532  1.83552  -1.261
H  0.61292  1.39496  -1.05414  0.195
H  1.76738  0.93047  -2.32856  0.322
H  2.32758  1.77738  -0.80682  0.321
H  2.91103  -0.65455  -0.63978  0.386
H  1.23966  -1.18034  -0.84164  0.329
H  0.65603  0.04213  1.35200  -0.227
H  2.30980  0.53378  1.44260  0.378
H  1.18939  -2.40042  1.56719  0.265
H  1.82806  -1.32651  2.92582  0.355
H  2.99945  -1.92522  1.66723  0.329
C  -2.17076  -0.97002  -1.64671  -0.817
N  -1.56536  1.57756  1.00958  -0.232
C  -2.10764  0.86144  -0.00444  0.302
N  -1.53642  -0.14439  -0.58921  -0.035
H  -1.58441  -0.89419  -2.59761  0.303
H  -3.22450  -0.56522  -1.81346  0.325
H  -2.23974  -2.05954  -1.35119  0.302
H  -0.61067  1.41565  1.31472  0.265
H  -1.96285  2.44228  1.29357  0.244
H  -3.09925  1.08917  -0.30810  0.382
H  -0.50982  -0.31579  -0.44834  -0.139

=====

3.
A molecular structure, C8H22BrCuN2O2 in a non-equilibrium geometry. Source: OMol25; level of theory: ωB97M-V with the def2-TZVPD basis set.

The value obtained for the gap between HOMO and LUMO (alpha / beta) is 2.49 / 2.49 eV. Its spin multiplicity is 2. For the electronic energy, the calculation gives -4792.01254 Eh. Its LUMO energy (alpha / beta) is -7.96 / -7.95 eV. The highest occupied orbital energy (alpha / beta) comes out at -10.44 / -10.44 eV. As for the total charge: +1. For the energy above the lowest of the compared OMol25 structures with the same formula, charge and spin, the calculation gives 365.0 kJ/mol.

Each line ends with the Mulliken charge.
Positions of all 36 atoms, in Å:
Cu  -0.68513  6.88369  -1.46592  0.990
Br  0.25192  3.06681  1.20270  0.010
C  6.79230  -0.08354  -0.45353  -1.414
C  7.81843  0.44295  0.50855  0.671
C  9.28638  0.47137  -0.06089  -0.701
O  9.89345  -0.83061  0.05325  -0.330
C  10.27175  -1.23255  1.33947  -0.703
N  7.40310  1.85538  0.73013  -0.701
H  6.91795  -1.15254  -0.62544  0.337
H  6.83903  0.26954  -1.48370  0.319
H  5.75862  0.00435  -0.11905  0.379
H  7.79445  -0.05234  1.47923  0.181
H  9.71732  1.28114  0.52790  0.328
H  9.20035  0.88714  -1.06480  0.388
H  10.86272  -0.45724  1.82707  0.311
H  10.88962  -2.12887  1.28525  0.257
H  9.41432  -1.53441  1.94096  0.278
H  6.41225  1.90104  0.92048  0.197
H  7.97332  2.36380  1.39078  0.203
C  -7.27133  -0.60116  1.09606  -1.163
C  -7.24853  -1.05074  -0.42866  0.214
C  -8.65266  -1.31291  -1.02105  -0.804
O  -9.55145  -0.27567  -0.68674  -0.302
C  -10.85199  -0.61733  -1.09954  -0.749
N  -6.53752  -0.03016  -1.19366  -0.713
H  -6.25616  -0.39066  1.43252  0.373
H  -7.82885  -1.29031  1.73037  0.318
H  -7.76498  0.36900  1.15255  0.303
H  -6.68412  -1.95052  -0.67350  0.292
H  -8.95366  -2.24530  -0.54340  0.388
H  -8.64453  -1.40451  -2.10716  0.441
H  -11.61209  0.09697  -0.78311  0.263
H  -11.16559  -1.60628  -0.76527  0.306
H  -10.92183  -0.54308  -2.18477  0.302
H  -7.15959  0.76524  -1.21536  0.283
H  -5.70739  0.13224  -0.64174  0.249

=====

4.
C4H7NO2 in the gas phase in a non-equilibrium geometry. Source: OMol25; level of theory: ωB97M-V with the def2-TZVPD basis set.

The value obtained for the gap between HOMO and LUMO is 9.75 eV. Its spin multiplicity is 1. For the electronic energy, the calculation gives -361.72152 Eh. Its LUMO energy is 0.68 eV. Its SMILES is O=C[C@@H]1NC[C@@H]1O. The highest occupied orbital energy comes out at -9.07 eV. For the energy above the lowest of the compared OMol25 structures with the same formula, charge and spin, the calculation gives 418.3 kJ/mol.

Each line ends with the Mulliken charge.
Positions of all 14 atoms, in Å:
O  -1.29089  -1.21087  -1.76106  -0.486
C  -0.64914  -0.19928  -1.66409  -0.049
C  0.59323  -0.07699  -0.81736  -0.143
N  0.95815  -1.24033  0.00660  -0.533
C  0.57229  -0.46570  1.22980  -0.737
C  0.31850  0.78791  0.44785  0.235
O  -1.27467  0.91136  0.77706  -0.647
H  -0.93537  0.73726  -2.18550  0.358
H  1.42565  0.28671  -1.44885  0.288
H  0.32069  -2.01953  -0.17070  0.300
H  -0.60054  -0.29912  1.42243  0.352
H  1.26837  -0.53223  2.07906  0.295
H  0.74683  1.77847  0.57910  0.452
H  -1.45309  1.54235  1.50566  0.313

=====

5.
2 unconnected molecules or ions with the total composition C10H14F2NP in a non-equilibrium geometry. Source: OMol25; level of theory: ωB97M-V with the def2-TZVPD basis set.

The value obtained for the gap between HOMO and LUMO is 7.37 eV. Its spin multiplicity is 1. For the electronic energy, the calculation gives -985.13862 Eh. Its LUMO energy is -0.71 eV. Its SMILES is C=C1C=CC(C)=C/C1=N\C.FC(F)P. The highest occupied orbital energy comes out at -8.08 eV.

Each line ends with the Mulliken charge.
Positions of all 28 atoms, in Å:
C  1.51356  1.36311  1.83246  -1.001
C  0.62155  0.42012  1.59088  1.211
C  -0.64251  0.43331  2.29201  -0.825
C  -1.67250  -0.35302  1.89829  -0.867
C  -1.46261  -1.41313  0.88813  0.447
C  -2.66069  -2.35567  0.58451  -1.399
C  -0.27168  -1.31740  0.16824  -0.117
C  0.80212  -0.48790  0.47918  0.166
N  1.90370  -0.44804  -0.13605  -0.448
C  2.14397  -1.25761  -1.30480  -1.075
H  2.47432  1.29661  1.41536  0.387
H  1.35110  2.19383  2.57958  0.250
H  -0.78564  1.22804  3.01585  0.317
H  -2.52315  -0.42422  2.44791  0.515
H  -2.70825  -2.76908  -0.38288  0.399
H  -2.73695  -3.20332  1.35751  0.298
H  -3.56587  -1.80868  0.94015  0.353
H  -0.00736  -2.20774  -0.39084  0.357
H  3.19991  -0.83520  -1.81841  0.241
H  2.39238  -2.28244  -0.97805  0.421
H  1.31876  -1.14988  -2.04156  0.353
F  0.32983  1.96323  -3.48668  -0.234
C  0.76423  2.32088  -2.30649  0.376
F  1.06501  3.67702  -2.32663  -0.276
P  -0.43905  2.04224  -0.89647  -0.072
H  1.76999  1.86836  -2.28421  0.115
H  -1.29033  2.77108  -1.67757  0.063
H  -0.88383  0.73552  -1.45940  0.047

=====

6.
A molecular structure, C5H9NO in a non-equilibrium geometry. Source: OMol25; level of theory: ωB97M-V with the def2-TZVPD basis set.

The value obtained for the gap between HOMO and LUMO is 9.73 eV. Its spin multiplicity is 1. For the electronic energy, the calculation gives -325.74671 Eh. Its LUMO energy is 0.97 eV. The highest occupied orbital energy comes out at -8.76 eV. For the energy above the lowest of the compared OMol25 structures with the same formula, charge and spin, the calculation gives 501.1 kJ/mol.

Each line ends with the Mulliken charge.
Positions of all 16 atoms, in Å:
C  -1.54944  0.87575  0.69817  -0.668
C  -1.60437  0.59940  -0.77121  -0.755
C  0.40529  -0.92434  -0.03870  -0.674
C  1.90633  -0.45232  -0.33217  -0.556
C  -0.30996  0.39943  -0.00064  0.643
N  1.99441  0.87494  0.29318  -0.308
O  0.98338  1.59946  -0.26281  -0.394
H  -1.47604  1.88529  1.03601  0.257
H  -2.16708  0.20569  1.27901  0.262
H  -1.82205  -0.44315  -1.03096  0.265
H  -1.82480  1.41844  -1.48604  0.280
H  0.11132  -1.41543  -0.97997  0.356
H  0.26359  -1.38264  0.96454  0.325
H  2.59833  -1.13253  0.00473  0.399
H  1.94216  -0.34184  -1.40782  0.266
H  1.73581  0.91776  1.26992  0.304

=====

7.
C4H8N2 in the gas phase in a non-equilibrium geometry. Source: OMol25; level of theory: ωB97M-V with the def2-TZVPD basis set.

The value obtained for the gap between HOMO and LUMO is 9.92 eV. Its spin multiplicity is 1. For the electronic energy, the calculation gives -266.63098 Eh. Its LUMO energy is 1.18 eV. Its SMILES is C=NNC1CC1. The highest occupied orbital energy comes out at -8.74 eV. For the energy above the lowest of the compared OMol25 structures with the same formula, charge and spin, the calculation gives 239.0 kJ/mol.

Each line ends with the Mulliken charge.
Positions of all 14 atoms, in Å:
C  2.24998  0.54576  0.06839  -0.363
N  1.89013  -0.67727  -0.16048  -0.658
N  0.62158  -1.01464  -0.28549  0.052
C  -0.35830  -0.23516  0.38956  -0.193
C  -1.09960  0.73135  -0.42577  -0.490
C  -1.82248  -0.43805  0.10240  -0.631
H  3.31531  0.76432  0.14602  0.264
H  1.57496  1.36413  0.11513  0.310
H  0.50599  -2.01405  -0.05859  0.265
H  -0.03808  0.09796  1.41235  0.448
H  -0.97697  0.70482  -1.50556  0.231
H  -1.32058  1.72986  0.00382  0.257
H  -1.99788  -1.19558  -0.70511  0.253
H  -2.54408  -0.36344  0.90331  0.255

=====

8.
A gas-phase ion, C9H11N4 (charge +1) in a non-equilibrium geometry. Source: OMol25; level of theory: ωB97M-V with the def2-TZVPD basis set.

The value obtained for the gap between HOMO and LUMO (alpha / beta) is 6.96 / 6.64 eV. Its spin multiplicity is 1. For the electronic energy, the calculation gives -568.09274 Eh. Its LUMO energy (alpha / beta) is -4.93 / -5.00 eV. The highest occupied orbital energy (alpha / beta) comes out at -11.89 / -11.64 eV. As for the total charge: +1. For the energy above the lowest of the compared OMol25 structures with the same formula, charge and spin, the calculation gives 667.4 kJ/mol.

Each line ends with the Mulliken charge.
Positions of all 24 atoms, in Å:
C  3.23187  -1.31570  0.40889  -0.353
C  3.92713  -0.14876  0.40857  -0.445
C  1.86096  -1.29427  0.13491  -0.295
C  3.17878  1.04827  0.23412  -0.196
C  1.17477  -0.10835  -0.11424  0.657
C  -1.54018  -1.81610  -0.18525  -0.436
C  -2.97690  -0.12030  0.72781  -0.068
C  -0.16807  0.07628  -0.41076  -0.544
C  -0.96345  1.28708  0.10140  0.105
N  1.89368  1.03703  0.00337  -0.440
N  -2.70144  -1.29447  0.18993  -0.076
N  -2.15507  0.85851  0.93701  -0.145
N  -1.47018  2.15324  -0.90951  -0.593
H  3.53075  -2.27380  0.82154  0.366
H  5.03436  -0.14829  0.39268  0.376
H  1.31003  -2.22092  0.30023  0.304
H  3.59510  2.03622  0.38509  0.423
H  -1.60925  -2.51032  -0.97289  0.337
H  -4.01355  0.15549  0.67627  0.382
H  -0.19711  1.95188  0.54943  0.498
H  -3.52259  -1.88410  0.02625  0.305
H  -2.47987  1.70739  1.38201  0.322
H  -1.05061  3.06666  -1.11595  0.281
H  -1.49633  1.66818  -1.80586  0.236